A cluster of 2 separate species, C3H12N2O2 in total, computed with the ωB97M-V functional and the def2-TZVPD basis.

Summary:
LUMO in eV: 0.81
Highest occupied orbital energy in eV: -8.75
Structure (SMILES): NCCNCO.O
HOMO-LUMO gap in eV: 9.56

Positions of all 19 atoms, in Å:
N -2.5879 0.7084 0.1276
C -1.7565 0.9820 -1.0152
C -0.2673 0.8444 -0.7840
N 0.2738 -0.4039 -0.2689
C 0.2394 -0.6990 1.1262
O 0.8513 -1.9500 1.4209
H -3.2603 1.3888 0.3762
H -2.2595 0.2228 0.9440
H -1.8904 2.0299 -1.2904
H -2.0497 0.3232 -1.8462
H 0.3935 1.2044 -1.5701
H -0.0357 1.5674 0.0227
H 0.0209 -1.2115 -0.8185
H 0.7693 0.1060 1.6529
H -0.7553 -0.7592 1.5929
H 1.6976 -1.7633 1.8724
O 3.8316 -0.6204 -0.3183
H 3.7254 -0.8691 -1.2470
H 3.0598 -1.1009 0.0230

---

A structure of composition C21H26MnN5OS5, computed with the ωB97M-V functional and the def2-TZVPD basis.

Summary:
Spin multiplicity: 5
LUMO (alpha / beta) in eV: 0.15 / -1.83
Highest occupied orbital energy (alpha / beta) in eV: -6.84 / -7.17
HOMO-LUMO gap (alpha / beta) in eV: 7.00 / 5.34

Positions of all 59 atoms, in Å:
Mn -0.5629 0.1623 0.4086
C -0.1848 0.3619 -2.4439
N -0.4798 1.4102 -1.4345
C -1.6388 2.1997 -1.8760
C 0.7130 2.2446 -1.3000
C 1.1616 3.0610 -2.3237
C 2.3954 3.6892 -2.2328
C 3.1889 3.4464 -1.1215
C 2.7229 2.6708 -0.0725
C 1.4321 2.1194 -0.1048
N 0.8158 1.3931 0.9028
C 1.2506 1.4216 2.2179
C 1.9640 2.4617 2.8352
C 2.3763 2.3570 4.1525
C 2.0936 1.2213 4.8986
C 1.3223 0.2223 4.3264
C 0.8726 0.3396 3.0215
N -0.0673 -0.6269 2.4394
C 0.5498 -1.9678 2.3835
C -1.2639 -0.6833 3.3143
H -0.0174 0.8058 -3.4306
H -1.0223 -0.3282 -2.4999
H 0.7102 -0.1841 -2.1497
H -1.4660 2.6405 -2.8612
H -1.8362 2.9913 -1.1559
H -2.5051 1.5532 -1.9470
H 0.5635 3.1989 -3.2165
H 2.7429 4.3281 -3.0338
H 4.1900 3.8585 -1.0711
H 3.3677 2.4730 0.7711
H 2.1715 3.3651 2.2813
H 2.9287 3.1759 4.5991
H 2.4364 1.1296 5.9214
H 1.0567 -0.6461 4.9189
H 0.9177 -2.2688 3.3671
H 1.3798 -1.9614 1.6792
H -0.1874 -2.6968 2.0565
H -1.0070 -1.0505 4.3113
H -1.9999 -1.3562 2.8839
H -1.6946 0.3103 3.4082
S -7.9160 3.1960 -0.7885
C -6.6297 2.1972 -0.7124
S -6.3426 0.9075 -1.8255
C -4.8164 0.3151 -1.1713
C -4.3660 0.9944 -0.0199
S -3.0282 0.7461 1.0168
S -5.3986 2.3045 0.5056
S -4.1077 -0.9408 -2.0098
C -3.6421 -3.6421 0.6818
N -2.5543 -2.6781 0.6744
C -1.4970 -2.7616 -0.1521
N -1.2502 -3.9597 -0.7415
O -0.6980 -1.8170 -0.3249
H -4.4084 -3.2825 1.3635
H -3.2989 -4.6137 1.0405
H -4.0970 -3.7523 -0.3078
H -2.8112 -1.7121 0.8547
H -1.9992 -4.6203 -0.8589
H -0.5342 -3.9552 -1.4466

---

A structure of composition C57H47FLuN4O3P2S4, computed with the ωB97M-V functional and the def2-TZVPD basis.

Summary:
LUMO in eV: -0.54
Total charge: -1
Highest occupied orbital energy in eV: -3.29
HOMO-LUMO gap in eV: 2.75

Positions of all 119 atoms, in Å:
Lu 0.8531 -0.9752 -0.5163
S 3.4912 -1.8219 0.6078
P 2.1688 -3.1884 1.2472
C 0.6877 -3.3466 0.3699
P 0.9443 -3.9614 -1.2177
S 2.0032 -2.8893 -2.5343
C -0.7434 -4.2235 -1.9153
C -0.9817 -4.1416 -3.2829
C -2.2585 -4.3593 -3.7900
C -3.3110 -4.6528 -2.9324
C -3.0810 -4.7367 -1.5640
C -1.8015 -4.5276 -1.0636
C 1.5140 -5.7196 -1.2506
C 0.8210 -6.6778 -0.5094
C 1.2619 -7.9926 -0.4690
C 2.4087 -8.3643 -1.1622
C 3.1064 -7.4166 -1.8942
C 2.6616 -6.0984 -1.9352
C 3.0814 -4.7740 1.5793
C 4.3668 -4.9906 1.0994
C 5.0438 -6.1717 1.3939
C 4.4358 -7.1512 2.1642
C 3.1405 -6.9526 2.6313
C 2.4690 -5.7753 2.3372
C 1.7677 -2.9053 3.0239
C 0.4788 -3.0326 3.5124
C 0.2198 -2.9148 4.8734
C 1.2601 -2.6658 5.7589
C 2.5549 -2.5280 5.2748
C 2.8064 -2.6478 3.9154
H -0.1645 -3.8696 -3.9393
H -2.4372 -4.2720 -4.8568
H -4.3112 -4.8002 -3.3269
H -3.9005 -4.9420 -0.8822
H -1.6126 -4.5500 0.0035
H -0.0626 -6.3799 0.0425
H 0.7215 -8.7278 0.1179
H 2.7645 -9.3885 -1.1158
H 4.0086 -7.7006 -2.4261
H 3.1974 -5.3445 -2.5012
H 4.8362 -4.2134 0.5059
H 6.0501 -6.3260 1.0181
H 4.9610 -8.0726 2.3902
H 2.6545 -7.7192 3.2263
H 1.4615 -5.6167 2.7051
H -0.3118 -3.2236 2.8027
H -0.7970 -3.0054 5.2399
H 1.0613 -2.5702 6.8210
H 3.3699 -2.3157 5.9609
H 3.8122 -2.5233 3.5278
S -0.9678 -0.5361 -2.9131
C -2.0484 -0.8945 -1.6794
N -1.7269 -1.4557 -0.5382
C -2.8330 -1.7170 0.2490
C -2.8215 -2.4009 1.4607
C -4.0129 -2.6218 2.1354
C -5.2288 -2.1683 1.6194
C -5.2590 -1.4957 0.4036
C -4.0652 -1.2810 -0.2721
S -3.7906 -0.5371 -1.8223
H -1.8793 -2.7778 1.8307
H -3.9977 -3.1677 3.0718
H -6.1514 -2.3543 2.1568
H -6.1986 -1.1496 -0.0143
F -0.6630 5.3748 -2.6664
C -0.5736 5.0931 -1.3354
C -0.3362 3.8014 -0.9738
C -0.2761 3.4725 0.3656
C -0.1120 2.0597 0.7258
O -0.2767 1.2391 -0.1376
C 0.2701 1.8055 2.0842
C 0.1642 2.8051 2.9785
N -0.2446 4.0939 2.6733
C -0.5380 5.0256 3.7297
C -1.9672 5.4512 3.9183
C -1.3122 4.5322 4.9076
C -0.3944 4.4607 1.3450
C -0.6382 5.7801 0.9474
C -0.7603 6.1098 -0.3953
N -1.0912 7.4619 -0.7221
C -2.3578 7.9430 -0.2064
C -3.5000 7.6760 -1.1838
N -3.1650 8.3894 -2.4697
C -1.8819 7.8530 -3.0571
C -0.7735 8.0328 -2.0209
C 0.7842 0.4401 2.5440
O 1.1418 0.3692 3.7129
O 0.7828 -0.4608 1.6464
H -0.2043 3.0115 -1.7157
H 0.4238 2.6086 4.0103
H 0.2306 5.7679 3.9131
H -2.6945 5.0143 3.2448
H -2.1720 6.4748 4.2079
H -1.6146 3.4930 4.9041
H -1.0437 4.9210 5.8796
H -0.6947 6.5694 1.6869
H -2.2917 9.0247 -0.0234
H -2.5885 7.4584 0.7356
H -4.4577 8.0430 -0.8187
H -3.5737 6.6128 -1.4091
H -3.0310 9.3759 -2.2531
H -3.9236 8.3203 -3.1410
H -1.6704 8.3898 -3.9814
H -2.0446 6.8042 -3.2724
H -0.5976 9.1091 -1.8850
H 0.1403 7.6013 -2.4130
C 2.0348 0.6375 -1.7843
C 2.2588 1.4227 -2.6979
C 2.4712 2.3776 -3.7429
C 2.9917 3.6528 -3.4727
C 3.1723 4.5828 -4.4885
C 2.8364 4.2677 -5.8002
C 2.3181 3.0076 -6.0826
C 2.1375 2.0745 -5.0719
H 3.2581 3.8942 -2.4507
H 3.5889 5.5577 -4.2589
H 2.9815 4.9924 -6.5936
H 2.0576 2.7509 -7.1026
H 1.7294 1.0948 -5.2867

---

A cluster of 2 separate species, H6NO in total, computed with the ωB97M-V functional and the def2-TZVPD basis.

Summary:
LUMO in eV: -4.75
Total charge: +1
Highest occupied orbital energy in eV: -13.69
HOMO-LUMO gap in eV: 8.94

Positions of all 8 atoms, in Å:
O 0.7095 5.5770 3.7921
H 0.3476 5.3212 4.6707
H 0.2345 6.4069 3.5602
N 0.0000 0.0000 0.0000
H 0.6562 0.1116 -0.7965
H 0.2237 -0.8740 0.5134
H -0.9733 -0.0481 -0.3574
H 0.0929 0.8110 0.6411

---

A cluster of 2 separate species, C11H15N in total, computed with the ωB97M-V functional and the def2-TZVPD basis.

Summary:
LUMO in eV: 0.89
Highest occupied orbital energy in eV: -7.82
Structure (SMILES): Cc1c[nH]c2ccccc12.CC
HOMO-LUMO gap in eV: 8.71

Positions of all 27 atoms, in Å:
C -0.8517 -2.8154 -0.3807
C -0.5474 -1.3639 -0.5282
C -0.9953 -0.3116 0.1931
N -0.5784 0.8812 -0.3517
C 0.1806 0.6030 -1.4671
C 0.6642 1.4862 -2.4274
C 1.5420 0.9641 -3.3608
C 1.7322 -0.4200 -3.4332
C 1.0520 -1.3103 -2.6211
C 0.2659 -0.7961 -1.5820
H 0.0570 -3.3473 -0.1011
H -1.2717 -3.2323 -1.2991
H -1.6568 -2.9858 0.3339
H -1.6952 -0.2710 1.0131
H -0.8822 1.7868 -0.0514
H 0.3396 2.4876 -2.2924
H 2.0235 1.6192 -4.0601
H 2.5200 -0.7879 -4.0767
H 1.2432 -2.3676 -2.7170
C -1.1503 1.1901 3.7703
C 0.3397 1.4218 3.5100
H -1.5778 0.4568 3.0910
H -1.2302 0.7104 4.7451
H -1.7146 2.1199 3.7846
H 0.5242 1.9280 2.5722
H 0.8075 0.4509 3.4094
H 0.8599 1.9032 4.3271

---

An isolated molecule of C5H6N2O, computed with the ωB97M-V functional and the def2-TZVPD basis.

Summary:
LUMO in eV: -0.04
Highest occupied orbital energy in eV: -8.95
Structure (SMILES): Cn1ncccc1=O
HOMO-LUMO gap in eV: 8.92

Positions of all 14 atoms, in Å:
C 1.9952 -0.8260 -0.0103
N 0.6391 -0.3509 -0.1116
N -0.2871 -1.2914 -0.0677
C -1.5349 -0.9095 0.0735
C -1.9760 0.4717 -0.0097
C -0.9999 1.4642 -0.1083
C 0.4178 1.0319 -0.0210
O 1.3917 1.8053 0.0629
H 2.1174 -1.6559 -0.7996
H 2.1351 -1.2997 1.0032
H 2.6562 0.0251 -0.1007
H -2.2811 -1.6598 0.1258
H -3.0494 0.6969 0.1161
H -1.2240 2.4982 -0.1527

---

An isolated molecule of C2H3NO2S, computed with the ωB97M-V functional and the def2-TZVPD basis.

Summary:
LUMO in eV: 0.05
Highest occupied orbital energy in eV: -9.14
Structure (SMILES): O/N=C/OC=S
HOMO-LUMO gap in eV: 9.19

Positions of all 9 atoms, in Å:
O -1.3673 0.5606 -1.9526
N -0.4709 0.5217 -0.9037
C -0.2283 -0.6409 -0.4720
O 0.7839 -0.9534 0.5260
C 0.9225 -0.0212 1.5623
S 1.8725 -0.3725 2.7779
H -1.4238 1.5983 -2.0925
H -0.4898 -1.6974 -0.9178
H 0.4010 1.0048 1.4724

---

Calculated values (Eh) of E for the records, taken in order: -381.4490 -4306.8206 -6255.9916 -133.3190 -482.9001 -378.8444 -681.3141.
Calculated values (kcal per mole) of energy relative to the best compared isomer or geometry (same formula, charge and spin) for the records, taken in order: 41.4 35.5 0.0 18.0 9.5 16.7 91.1.